# C4H7NO2

The molecule C4H7NO2 (wB97M-V/def2-TZVPD, the Open Molecules 2025 dataset).

Geometry (Å):
1 C -1.279 -1.121 -0.617
2 C -0.479 -0.137 -0.217
3 N -0.867 0.937 0.618
4 O -2.065 0.670 1.304
5 C 0.919 0.012 -0.740
6 C 2.083 0.117 0.146
7 O 1.802 -1.082 -0.552
8 H -2.294 -1.206 -0.249
9 H -0.907 -1.857 -1.322
10 H -0.167 1.105 1.336
11 H -2.666 1.354 0.979
12 H 1.002 0.476 -1.724
13 H 2.966 0.662 -0.189
14 H 1.950 0.071 1.228

Properties
Maximum force (eV/Å): 0.39
SMILES: C=C(NO)[C@H]1CO1
Relative energy (zero: lowest compared OMol25 entry of this formula, charge and spin) (kcal/mol): 98.21
Orbital gap (eV): 9.7
LUMO energy (Eh): 0.034
Calculated total energy (eV): -9843.021
Spin multiplicity: 1

Listed below, in e, are the Löwdin charges computed for each atom: C 0.08; C -0.31; N -0.04; O -0.06; C -0.26; C -0.12; O -0.02; H 0.06; H 0.07; H 0.12; H 0.10; H 0.15; H 0.11; H 0.11